Entry 1:
64
Properties=species:S:1:pos:R:3 method="wB97M-V/def2-TZVPD" e_above_lowest_kcal_mol=8.9 mol_weight_g_mol=968.28 homo_ha="-0.2845 / -0.2845" lumo_energy_ev="-1.90 / -1.89" e_tot_ha=-9911.156909 homo_lumo_gap_ev="5.84 / 5.85"
Au -0.5260 0.2428 0.2831
S -0.2395 0.1706 2.5147
C 1.5117 0.2703 2.4561
N 2.1381 0.3948 3.6288
N 3.4184 0.0906 3.7421
C 4.2630 -0.8519 3.0631
C 5.6203 -0.5829 3.0587
C 6.5056 -1.4733 2.4585
C 6.0346 -2.6369 1.8780
C 4.6713 -2.9174 1.9213
C 3.7838 -2.0355 2.5094
N 2.2159 0.3164 1.3202
N 1.5782 0.2454 0.2208
C 2.4386 0.2895 -0.9333
C 3.8248 0.1289 -0.7835
C 4.6355 0.1343 -1.8999
C 4.0857 0.2881 -3.1704
C 2.7167 0.4504 -3.3094
C 1.8877 0.4548 -2.1949
H 3.8290 0.5332 4.5479
H 5.9855 0.3340 3.5088
H 7.5642 -1.2484 2.4482
H 6.7202 -3.3300 1.4082
H 4.2942 -3.8406 1.4998
H 2.7327 -2.2844 2.5575
H 4.2506 -0.0105 0.1967
H 5.7052 0.0126 -1.7788
H 4.7268 0.2787 -4.0432
H 2.2688 0.5783 -4.2861
H 0.8241 0.6250 -2.3125
C -0.6072 3.8431 0.2200
C -2.0182 3.3281 0.2526
C -3.1323 4.1763 0.0590
C -4.3900 3.6497 0.0336
C -4.5848 2.2602 0.2108
C -5.8312 1.5899 0.2389
Br -7.4280 2.5068 -0.2137
C -5.8871 0.2753 0.5838
C -4.7096 -0.4617 0.8364
Br -4.8566 -2.2565 1.4080
C -3.4619 0.0758 0.6553
O -2.3636 -0.6457 0.7103
C -3.4240 1.4948 0.4225
N -2.1944 2.0447 0.4414
H -0.5751 4.9310 0.2010
H -0.1058 3.4666 -0.6754
H -0.0551 3.4843 1.0902
H -2.9763 5.2412 -0.0573
H -5.2517 4.2885 -0.1071
H -6.8414 -0.2265 0.6570
Br 0.0746 -2.6896 -1.3160
C -1.7941 -2.4903 -1.6001
C -2.6321 -3.5364 -1.2530
C -3.9956 -3.4110 -1.4785
C -4.5038 -2.2525 -2.0537
C -3.6450 -1.2249 -2.4137
C -2.2779 -1.3314 -2.1800
C -1.3905 -0.2043 -2.6154
O -1.1789 0.0045 -3.7908
O -0.9519 0.5703 -1.6673
H -2.2234 -4.4307 -0.8014
H -4.6589 -4.2197 -1.1962
H -5.5675 -2.1489 -2.2232
H -4.0263 -0.3277 -2.8878

Entry 2:
81
Properties=species:S:1:pos:R:3 method="wB97M-V/def2-TZVPD" e_above_lowest_kcal_mol=0.0 mol_weight_g_mol=1054.66 homo_ha="-0.5138 / -0.5145" lumo_energy_ev="-7.32 / -6.99" spin_multiplicity=2 e_tot_ha=-7117.936052 total_charge=+2 homo_lumo_gap_ev="6.67 / 7.01" s_squared=0.7541
Re 0.2036 0.0337 1.3095
O 2.4992 -1.6462 -1.3902
As 0.8239 -2.0538 -1.2030
O -0.0209 -2.2542 -2.5506
O 0.2295 -0.5117 -0.4247
C 0.8716 -3.4025 0.1420
C 1.4554 -4.5907 -0.3040
C 1.4578 -5.7159 0.5008
C 0.8506 -5.6677 1.7472
C 0.2585 -4.4981 2.2012
C 0.2801 -3.3687 1.4024
S -0.3902 -1.7838 3.5933
O 0.9362 -2.0899 4.0617
O -0.3240 -2.1879 1.8342
O -0.4673 -0.2918 3.1604
H 2.7033 -1.4380 -2.3153
H 1.8984 -4.6373 -1.2917
H 1.9129 -6.6303 0.1480
H 0.8284 -6.5482 2.3747
H -0.2208 -4.4772 3.1708
I 6.2724 0.4143 0.4088
C 4.4572 -0.1348 1.1941
C 4.1878 -1.1801 2.0641
N 2.8785 -1.1883 2.3036
N 2.2573 -0.1707 1.6522
C 3.2327 0.4699 0.9757
H 4.8486 -1.8881 2.5379
H 2.3601 -1.7333 2.9868
H 3.0070 1.3157 0.3481
C -4.7521 -0.2623 1.6814
C -4.1314 1.1216 1.4761
C -4.3956 1.6359 0.0648
C -4.6829 2.0995 2.5065
N -2.6619 1.1201 1.7116
N -1.9483 0.1579 0.9227
H -5.8377 -0.1937 1.6238
H -4.5013 -0.6656 2.6665
H -4.4547 -0.9817 0.9131
H -5.4683 1.7434 -0.0931
H -4.0354 0.9492 -0.7068
H -3.9228 2.6079 -0.0855
H -5.7665 2.1604 2.4162
H -4.2695 3.0969 2.3540
H -4.4504 1.7783 3.5251
H -2.4746 0.8937 2.6844
H -2.0514 0.4632 -0.0450
H -2.3720 -0.7736 0.9807
C -1.0390 3.7291 5.6380
C -1.8898 4.0542 4.5905
C -1.5568 3.7161 3.2872
C -0.3591 3.0555 3.0374
C 0.4862 2.7078 4.0896
C 0.1454 3.0498 5.3895
As 0.1817 2.5549 1.2631
C -0.9933 3.2177 -0.1038
C -1.3127 2.4083 -1.1915
C -2.1149 2.9046 -2.2106
C -2.5903 4.2063 -2.1478
C -2.2410 5.0238 -1.0815
C -1.4339 4.5386 -0.0629
C 1.8555 3.4253 0.8905
C 2.7744 3.6989 1.8995
C 4.0218 4.2078 1.5695
C 4.3521 4.4388 0.2397
C 3.4288 4.1803 -0.7630
C 2.1761 3.6737 -0.4419
H -1.3017 4.0022 6.6511
H -2.8184 4.5731 4.7878
H -2.2419 3.9430 2.4820
H 1.4085 2.1638 3.9109
H 0.8053 2.7879 6.2057
H -0.9245 1.4007 -1.2737
H -2.3598 2.2750 -3.0559
H -3.2186 4.5911 -2.9396
H -2.5875 6.0479 -1.0468
H -1.1360 5.2014 0.7392
H 2.5266 3.5416 2.9408
H 4.7337 4.4311 2.3528
H 5.3263 4.8355 -0.0129
H 3.6773 4.3804 -1.7967
H 1.4574 3.4843 -1.2307

Entry 3:
92
Properties=species:S:1:pos:R:3 method="wB97M-V/def2-TZVPD" e_above_lowest_kcal_mol=1.6 mol_weight_g_mol=945.01 homo_ha="-0.2837 / -0.2804" lumo_energy_ev="-0.76 / -0.77" spin_multiplicity=2 e_tot_ha=-6116.323678 homo_lumo_gap_ev="6.97 / 6.86" s_squared=0.8484
Mn 2.3011 -0.5720 1.1117
C 0.7822 -3.0570 2.2453
N 1.6843 -1.9935 2.7014
C 1.0527 -1.3285 3.8510
C 2.9669 -2.5754 3.1453
C 3.8105 -3.0047 1.9682
N 4.1600 -1.8544 1.1161
C 5.2822 -1.1166 1.7217
C 4.6565 -2.3588 -0.1765
H 0.6039 -3.7779 3.0535
H 1.1939 -3.5806 1.3888
H -0.1699 -2.6228 1.9484
H 0.9600 -2.0283 4.6905
H 0.0558 -0.9903 3.5704
H 1.6590 -0.4782 4.1494
H 2.7819 -3.4286 3.8123
H 3.4834 -1.8061 3.7143
H 3.2592 -3.7176 1.3522
H 4.7140 -3.5183 2.3215
H 6.1664 -1.7636 1.7767
H 5.0305 -0.7767 2.7177
H 5.5101 -0.2533 1.0973
H 5.6006 -2.8972 -0.0318
H 4.7979 -1.5326 -0.8661
H 3.9440 -3.0544 -0.6115
Cl 6.5632 4.8572 4.5570
C 5.5543 3.5817 3.9899
C 5.0436 3.6000 2.6960
Cl 5.4235 4.9171 1.6552
C 4.2308 2.5710 2.2359
Cl 3.6077 2.6252 0.6329
C 3.8869 1.4570 3.0381
O 3.1321 0.4803 2.6614
C 4.4209 1.4865 4.3551
Cl 4.0099 0.1793 5.4121
C 5.2289 2.5127 4.8199
Cl 5.8357 2.4686 6.4309
C -10.5325 1.5822 -3.2841
O -9.6196 0.5926 -3.7245
C -8.4070 0.5375 -3.1246
C -7.5430 -0.4594 -3.5841
C -6.2881 -0.5951 -3.0386
C -5.8559 0.2581 -2.0179
C -6.7213 1.2457 -1.5698
C -7.9916 1.3941 -2.1114
C -4.5100 0.0808 -1.4718
N -3.6326 -0.7942 -1.9045
C -2.5234 -0.6154 -1.1232
C -2.7305 0.3822 -0.1997
N -4.0101 0.8229 -0.4337
C -1.7303 0.8269 0.7133
C -1.8448 1.9069 1.5959
C -0.7557 2.2667 2.3503
C 0.4374 1.5574 2.2108
N 0.5683 0.5301 1.3858
C -0.5011 0.1474 0.6578
C -0.2860 -0.9437 -0.2656
N 0.9337 -1.5255 -0.2348
C 1.2119 -2.4146 -1.1720
C 0.3052 -2.8070 -2.1600
C -0.9530 -2.2650 -2.1627
C -1.2688 -1.3043 -1.1951
H -11.4319 1.4460 -3.8770
H -10.1384 2.5876 -3.4509
H -10.7740 1.4555 -2.2260
H -7.8849 -1.1141 -4.3741
H -5.6145 -1.3633 -3.3923
H -6.4247 1.9348 -0.7877
H -8.6366 2.1758 -1.7397
H -4.4995 1.5446 0.0638
H -2.7717 2.4618 1.6716
H -0.7994 3.1007 3.0361
H 1.3178 1.8253 2.7739
H 2.2139 -2.8137 -1.1706
H 0.6249 -3.5004 -2.9219
H -1.6897 -2.5316 -2.9079
O 3.2369 0.2138 -5.2936
S 2.4688 -0.4215 -4.2627
O 1.8555 -1.6904 -4.5754
N 3.2827 -0.5393 -2.8637
C 2.6967 0.1241 -1.8858
O 3.0716 -0.0112 -0.6902
C 1.5078 0.9484 -2.3316
C 0.7217 1.8416 -1.6235
C -0.3703 2.4175 -2.2631
C -0.6689 2.1139 -3.5874
C 0.1394 1.2456 -4.3116
C 1.2196 0.6902 -3.6593
H 0.9568 2.0921 -0.6015
H -0.9940 3.1201 -1.7238
H -1.5270 2.5718 -4.0626
H -0.0644 1.0176 -5.3492

Entry 4:
16
Properties=species:S:1:pos:R:3 method="wB97M-V/def2-TZVPD" e_above_lowest_kcal_mol=84.4 mol_weight_g_mol=211.97 homo_ha="-0.2491 / -0.2983" lumo_energy_ev="0.13 / 0.08" spin_multiplicity=2 e_tot_ha=-529.599978 homo_lumo_gap_ev="6.91 / 8.19" s_squared=0.7595
C 0.0341 -1.6687 0.3642
H -0.6458 -1.7794 1.2190
H 0.8808 -2.3289 0.5984
H -0.0720 -2.1837 -0.6068
O 1.7263 -0.3497 1.2123
C 2.7295 0.1270 0.2766
H 3.5384 0.6350 0.8386
H 3.1011 -0.6919 -0.3758
O -0.7118 2.4487 -0.2676
C -1.7622 1.8545 -0.4652
C -1.8067 0.3621 -0.5005
O -0.5152 -0.1358 -0.4914
Ag 0.9995 1.2181 -0.2655
H -2.7222 2.3993 -0.4562
H -2.3381 0.0676 -1.4281
H -2.4357 0.0260 0.3481

Entry 5:
11
Properties=species:S:1:pos:R:3 method="wB97M-V/def2-TZVPD" e_above_lowest_kcal_mol=110.0 mol_weight_g_mol=133.13 homo_ha=-0.3347 lumo_energy_ev=-0.56 e_tot_ha=-794.634979 homo_lumo_gap_ev=8.54
C 0.8291 1.2366 0.6490
C -1.0341 1.1127 0.0276
C 0.8001 -0.8951 -0.4330
N 1.4455 0.1952 0.2031
O -1.8540 1.9314 -0.1257
O -1.8442 -1.2955 -1.0883
O -1.1313 -1.0096 1.3348
S -1.0136 -0.6990 -0.0836
H 1.3572 2.1907 0.9693
H 1.0862 -1.0438 -1.5422
H 1.3591 -1.7237 0.0890

Entry 6:
24
Properties=species:S:1:pos:R:3 method="wB97M-V/def2-TZVPD" e_above_lowest_kcal_mol=27.1 mol_weight_g_mol=132.16 homo_ha="-0.5510 / -0.5497" lumo_energy_ev="-3.42 / -9.66" spin_multiplicity=2 e_tot_ha=-499.662702 total_charge=+1 homo_lumo_gap_ev="11.57 / 5.30" s_squared=0.7549
C -0.4167 0.6451 0.7639
O -1.0812 1.6224 1.3954
C 0.0022 1.0374 -0.6516
C 1.1324 2.0728 -0.5886
H 0.2303 0.3456 1.6152
H -1.1501 -0.2756 0.6170
H -1.5913 2.3198 0.9554
H 0.2770 0.1977 -1.3882
H -0.8220 1.4180 -1.2840
H 2.1365 1.6642 -0.4673
H 1.0803 2.4599 -1.6152
H 0.7464 2.8853 0.0843
H 2.9269 -0.0764 2.3171
H 2.6638 0.5820 0.8947
O 3.3189 0.1820 1.4716
H -0.7228 -3.0144 2.3273
H 0.5994 -2.2419 2.0667
O 0.0061 -2.5545 2.7461
H -0.9876 -1.9398 -3.1313
H 0.1787 -0.9602 -2.6531
O -0.6408 -1.4104 -2.4098
H -2.2246 -1.4669 -1.6362
H -2.6740 -2.0779 -0.3943
O -2.9879 -1.4143 -1.0349

Entry 7:
25
Properties=species:S:1:pos:R:3 method="wB97M-V/def2-TZVPD" e_above_lowest_kcal_mol=153.8 mol_weight_g_mol=195.24 homo_ha=-0.3356 lumo_energy_ev=0.69 e_tot_ha=-990.063880 homo_lumo_gap_ev=9.82
O -2.0364 2.7581 -2.0965
S -1.5553 2.0380 -1.1132
O -1.8491 2.4341 0.1499
C 0.3074 1.6349 -1.2114
C 0.5319 0.3525 -0.5801
N 0.1759 0.2031 0.9828
H -0.4165 1.0013 1.3764
C 1.4234 -0.0150 1.6079
C 1.7008 -1.5455 1.8436
O 1.8602 -2.1417 0.7066
H 0.9589 -2.5051 0.1575
H 2.6108 -1.7389 2.4255
H 0.9155 -1.7923 2.4606
H 1.0857 0.3897 2.6407
H 2.3225 0.4920 1.1757
C -0.8190 -0.7052 -1.0506
C -2.0383 0.3336 -1.1071
H -2.6170 0.1263 -2.0432
H -2.7515 -0.0150 -0.5258
O -1.0277 -1.8992 -0.3619
H -0.8665 -1.5487 0.4609
H -0.5932 -1.1562 -2.0891
H 1.2370 -0.4003 -0.7949
H 0.4650 1.4744 -2.1179
H 0.9753 2.2248 -0.8965

Entry 8:
97
Properties=species:S:1:pos:R:3 method="wB97M-V/def2-TZVPD" mol_weight_g_mol=783.12 homo_ha=-0.0684 lumo_energy_ev=-0.02 e_tot_ha=-2577.203871 total_charge=-2 homo_lumo_gap_ev=1.84
O -20.7189 2.8923 5.1214
H -21.5854 3.2862 5.2461
H -20.6595 2.0330 5.5454
H -20.0718 3.4804 5.5177
O -17.1284 4.8640 9.4195
H -17.0608 5.2002 8.5229
H -17.6307 4.0469 9.4604
H -16.3341 4.8675 9.9586
Cd -18.8489 -0.8923 8.0130
C -13.1087 -0.1674 9.6050
C -12.0179 0.1593 8.8404
C -12.1391 0.7455 7.3941
O -11.1126 1.2139 6.8004
C -13.3353 0.8818 6.7603
C -14.5356 0.4022 7.3693
C -14.4121 -0.0621 8.9388
O -15.4851 -0.3782 9.5061
O -15.7578 0.4992 6.9377
O -10.8603 -0.0940 9.3837
H -13.0574 -0.5665 10.6072
H -13.3718 1.3413 5.7836
C -15.2014 6.7777 5.3127
C -13.9854 6.6650 4.7470
C -13.6566 5.6605 3.6294
O -12.4731 5.1942 3.4588
C -14.6069 5.0229 2.8561
C -15.9754 5.1611 3.3232
C -16.2305 5.8483 4.7450
O -17.1926 5.4557 5.4511
O -16.9990 4.6889 2.7841
O -13.0549 7.4207 5.2609
H -15.3427 7.3669 6.2067
H -14.4271 4.3854 2.0030
C -22.6058 -3.6396 5.2909
C -22.5983 -2.1231 5.3733
O -21.3646 -1.5613 5.6490
H -22.3745 -3.9366 6.3139
H -21.8978 -4.2070 4.6868
H -23.5761 -4.0283 4.9818
H -23.2606 -1.7256 6.1423
H -23.0769 -1.9356 4.4121
C -21.4418 3.0089 11.5489
C -21.5070 2.6216 10.0315
O -20.2928 2.1189 9.5142
H -22.4306 3.4003 11.7877
H -20.6877 3.7557 11.7971
H -21.2234 2.2300 12.2795
H -21.7044 3.5471 9.4907
H -22.3514 1.9568 9.8494
C -19.7063 2.1550 -2.6203
O -20.9855 1.5453 -2.9594
C -21.5644 0.5870 -2.1262
C -21.7991 1.2259 -0.7769
N -22.7890 2.2681 -0.9414
C -23.5575 2.6859 0.2724
C -24.5984 3.7054 -0.2547
O -25.6717 3.8564 0.5760
C -26.4700 4.9639 0.4605
H -19.8186 2.9108 -1.8429
H -19.5055 2.8280 -3.4539
H -18.9049 1.4251 -2.5061
H -20.9905 -0.3176 -1.9254
H -22.5396 0.2514 -2.4790
H -20.8936 1.6370 -0.3307
H -22.1554 0.4798 -0.0666
H -23.4841 2.0088 -1.6268
H -22.9205 3.0800 1.0643
H -24.0750 1.7776 0.5811
H -24.7656 3.5991 -1.3265
H -24.0710 4.6576 -0.1977
H -26.1610 5.8694 0.9826
H -27.3970 4.6618 0.9480
H -26.8392 5.2400 -0.5272
C -21.7790 8.4919 7.4511
O -22.9730 7.7020 7.1132
C -23.2012 7.4283 5.7744
C -24.3731 6.3878 5.5919
N -24.1030 5.2418 6.3905
C -25.1620 4.2253 6.4889
C -26.3175 4.6431 7.3886
O -25.8358 4.7180 8.7655
C -26.7562 4.9537 9.8318
H -21.9257 9.5550 7.2605
H -20.8712 8.1767 6.9366
H -21.3829 8.3336 8.4542
H -22.3286 6.9731 5.3062
H -23.3085 8.3242 5.1629
H -24.5706 6.2637 4.5271
H -25.2812 6.8302 6.0014
H -23.9340 5.6104 7.3155
H -24.7094 3.2860 6.8066
H -25.6456 4.0112 5.5358
H -27.0052 3.8000 7.4551
H -26.7816 5.6047 7.1698
H -27.5775 4.2423 9.9181
H -27.1142 5.9418 9.5430
H -26.4001 4.8988 10.8606

Entry 9:
55
Properties=species:S:1:pos:R:3 method="wB97M-V/def2-TZVPD" e_above_lowest_kcal_mol=45.5 mol_weight_g_mol=423.54 homo_ha=-0.2739 lumo_energy_ev=0.63 e_tot_ha=-1675.791454 homo_lumo_gap_ev=8.09
C 0.1542 -4.5411 -0.0735
H 0.8488 -5.1084 -0.7021
O 0.8335 -3.6504 0.7725
C 1.6775 -2.7296 0.1991
C 2.4592 -1.9838 1.0772
C 3.3383 -1.0322 0.6093
C 3.4562 -0.7790 -0.7574
C 2.6696 -1.5290 -1.6271
C 1.7973 -2.4973 -1.1640
H 1.2120 -3.0538 -1.8802
H 2.7416 -1.3498 -2.6908
N 4.3837 0.1257 -1.2772
H 4.2088 0.2998 -2.2598
C 4.6437 1.3734 -0.5792
C 3.3936 2.1850 -0.4803
N 2.7115 2.5754 -1.5248
N 1.5764 3.1477 -1.1038
C 1.5804 3.0933 0.1981
N 2.7202 2.5084 0.6616
C 3.0035 2.2199 2.0367
H 4.0683 2.0389 2.1697
H 2.7026 3.0694 2.6502
H 2.4308 1.3408 2.3409
S 0.2639 3.5851 1.2341
C -1.0125 2.6739 0.3110
H -0.9506 3.0353 -0.7141
C -0.7033 1.1851 0.3867
O 0.3782 0.7774 0.7664
N -1.7010 0.3325 0.0530
C -3.0012 0.7011 -0.3416
C -3.2535 1.6063 -1.3643
C -4.5592 1.9386 -1.6811
C -5.6145 1.3593 -0.9979
C -5.3651 0.4173 -0.0138
C -4.0654 0.0813 0.3213
C -3.7033 -0.9942 1.2975
C -2.6881 -1.8899 0.5828
C -1.4279 -1.0892 0.2651
H -0.9282 -1.4805 -0.6277
H -0.7120 -1.1514 1.0897
H -2.4175 -2.7459 1.2007
H -3.1447 -2.2631 -0.3370
H -4.5841 -1.5606 1.6001
H -3.2429 -0.5644 2.1915
H -6.1856 -0.0612 0.5011
H -6.6310 1.6247 -1.2455
H -4.7502 2.6468 -2.4729
H -2.4373 2.0321 -1.9256
H -1.9808 2.9169 0.7453
H 5.3944 1.9206 -1.1555
H 5.0522 1.1612 0.4101
H 3.9448 -0.4932 1.3191
H 2.3632 -2.1708 2.1352
H -0.5716 -4.0257 -0.7125
H -0.3768 -5.2286 0.5839